Arrangement A

Density functional theory data (ωB97M-V with the def2-TZVPD basis set) for a cluster of 2 separate species, C2H7NO2S2 in total.

Calculated values
- Lowest unoccupied orbital energy: -2.17 eV
- HOMO: -9.047 eV
- Frontier orbital gap: 6.87 eV

Positions of all 14 atoms, in Å:
C 2.453 -1.211 -0.506
C -2.270 1.581 0.154
N 2.133 -0.156 0.484
O 1.294 1.367 -1.500
O 0.690 1.912 0.831
S -1.809 0.014 -0.379
S 0.908 0.931 -0.173
H 2.284 -0.801 -1.397
H 3.464 -1.614 -0.235
H 1.812 -2.078 -0.256
H -2.282 2.165 -0.664
H -1.497 1.733 0.924
H -3.300 1.411 0.517
H 1.989 -0.506 1.452

Arrangement B

Density functional theory data (ωB97M-V with the def2-TZVPD basis set) for a cluster of 2 separate species, C2H7NO2S2 in total.

Calculated values
- Lowest unoccupied orbital energy (alpha / beta): 0.09 / 0.09 eV
- HOMO (alpha / beta): -8.279 / -8.280 eV
- Frontier orbital gap (alpha / beta): 8.37 / 8.37 eV

Positions of all 14 atoms, in Å:
C 0.830 0.943 0.201
C -0.263 -1.008 -0.313
N 0.827 -0.515 0.247
O -2.069 -0.822 1.426
O -2.931 -1.145 -0.771
S -2.305 1.537 -0.125
S -1.973 -0.299 -0.105
H 1.870 1.446 0.168
H 0.450 1.542 -0.711
H 0.228 1.411 1.062
H -0.388 -2.042 -0.462
H -0.815 -0.048 -2.030
H -2.887 -1.199 1.717
H 1.648 -1.041 0.425

Stability verdict: arrangement A, ahead by 195.8 kJ/mol

Arrangement A

Density functional theory data (ωB97M-V with the def2-TZVPD basis set) for a structure of composition C6H8HgLiO6.

Calculated values
- ⟨S²⟩: 0.753
- 2S+1: 2
- Lowest unoccupied orbital energy (alpha / beta): -0.39 / -0.50 eV
- HOMO (alpha / beta): -5.142 / -6.862 eV
- Frontier orbital gap (alpha / beta): 4.75 / 6.36 eV

Positions of all 22 atoms, in Å:
O -1.100 1.611 0.404
O 1.716 0.227 0.875
C -0.947 2.321 1.581
C 0.454 2.213 2.176
O 0.738 0.927 2.741
C 1.451 -0.049 2.066
H -1.678 1.986 2.346
H -1.127 3.407 1.429
H 0.548 2.932 3.004
H 1.206 2.471 1.414
O -0.082 -0.705 -1.476
C 0.965 -1.565 -1.973
C 0.336 -2.956 -1.852
O -1.047 -2.669 -1.571
C -1.213 -1.394 -1.315
H 1.180 -1.266 -3.004
H 1.850 -1.430 -1.345
H 0.736 -3.534 -1.012
H 0.389 -3.538 -2.776
O -2.286 -0.868 -1.129
Li -2.562 0.849 -0.263
Hg 0.472 1.032 -0.322

Arrangement B

Density functional theory data (ωB97M-V with the def2-TZVPD basis set) for a structure of composition C6H8HgLiO6.

Calculated values
- ⟨S²⟩: 0.754
- 2S+1: 2
- Lowest unoccupied orbital energy (alpha / beta): -0.33 / -0.88 eV
- HOMO (alpha / beta): -7.173 / -8.481 eV
- Frontier orbital gap (alpha / beta): 6.84 / 7.61 eV

Positions of all 22 atoms, in Å:
Li -0.064 -1.453 -0.141
O -0.173 0.326 0.847
O -2.452 1.365 0.009
C -3.283 0.423 0.707
C -2.996 -0.883 -0.020
O -1.776 -0.593 -0.734
C -1.362 0.735 -0.494
H -2.986 0.381 1.763
H -4.323 0.754 0.613
H -3.761 -1.148 -0.760
H -2.852 -1.730 0.662
Hg 0.257 1.784 -2.003
O 1.167 1.825 -0.108
O 2.128 0.311 1.268
C 3.266 0.157 0.432
C 2.790 -0.798 -0.678
O 1.425 -0.510 -0.825
C 1.066 0.682 0.451
H 3.546 1.114 -0.039
H 4.075 -0.268 1.036
H 2.945 -1.848 -0.381
H 3.364 -0.626 -1.604

Stability verdict: arrangement B, ahead by 308.1 kJ/mol

Arrangement A

Density functional theory data (ωB97M-V with the def2-TZVPD basis set) for the molecule C6H12OS.

Calculated values
- Structure (SMILES): CC1(C)O[C@@]1(C)CS
- Lowest unoccupied orbital energy: 0.76 eV
- HOMO: -9.197 eV
- Frontier orbital gap: 9.96 eV

Positions of all 20 atoms, in Å:
C -0.174 1.688 1.065
C 0.495 0.795 0.036
C 0.926 1.550 -1.205
C 0.264 -0.660 -0.001
C 0.415 -1.488 -1.247
C -0.633 -1.318 1.048
H 0.540 2.452 1.366
H -1.027 2.181 0.623
H -0.501 1.132 1.979
H 0.047 1.846 -1.804
H 1.591 0.969 -1.852
H 1.461 2.442 -0.921
H 1.014 -0.988 -2.013
H -0.559 -1.740 -1.714
H 0.882 -2.450 -1.009
H -0.402 -0.918 2.058
H -0.473 -2.372 1.029
H -2.945 -1.969 1.403
O 1.466 -0.126 0.550
S -2.388 -1.026 0.609

Arrangement B

Density functional theory data (ωB97M-V with the def2-TZVPD basis set) for the molecule C6H12OS.

Calculated values
- Structure (SMILES): CC(=S)CC[C@H](C)O
- Lowest unoccupied orbital energy: -0.14 eV
- HOMO: -8.530 eV
- Frontier orbital gap: 8.39 eV

Positions of all 20 atoms, in Å:
C -0.109 -1.031 -0.032
C 1.225 -0.507 0.548
C -1.130 0.087 0.114
C 2.149 -0.374 -0.570
C -2.423 -0.280 -0.554
C 2.031 0.870 -1.275
O -0.660 1.352 -0.292
S 3.331 -1.461 -0.844
H 0.057 -1.239 -1.150
H -0.440 -2.017 0.543
H 0.927 0.468 1.129
H 1.531 -1.130 1.467
H -1.297 0.141 1.259
H -2.877 -1.124 -0.116
H -2.258 -0.533 -1.556
H -3.201 0.683 -0.573
H 1.681 0.884 -2.396
H 2.964 1.332 -1.522
H 1.375 1.588 -0.732
H -0.273 1.197 -1.155

Stability verdict: arrangement A, ahead by 140.0 kJ/mol

Arrangement A

Density functional theory data (ωB97M-V with the def2-TZVPD basis set) for a cluster of 2 separate species, C3H13N3O in total.

Calculated values
- Structure (SMILES): NCCNCN.O
- Lowest unoccupied orbital energy: 0.82 eV
- HOMO: -8.457 eV
- Frontier orbital gap: 9.28 eV

Positions of all 20 atoms, in Å:
C 0.872 -0.599 0.840
N -0.209 -0.771 -0.124
C -1.541 -0.706 0.446
N -2.486 -1.246 -0.542
C 2.079 0.123 0.222
N 3.038 -0.891 -0.283
H 1.133 -1.561 1.183
H 0.581 -0.063 1.744
H -0.214 -1.682 -0.569
H -1.750 0.316 0.784
H -1.647 -1.226 1.407
H -3.090 -0.501 -0.854
H -3.000 -1.969 -0.067
H 1.674 0.636 -0.641
H 2.662 0.626 0.988
H 2.772 -1.417 -1.098
H 3.986 -0.561 -0.327
H -2.401 3.740 -1.071
H -0.970 4.276 -1.080
O -1.488 3.475 -0.961

Arrangement B

Density functional theory data (ωB97M-V with the def2-TZVPD basis set) for a cluster of 2 separate species, C3H13N3O in total.

Calculated values
- Structure (SMILES): NCCNCN.O
- Lowest unoccupied orbital energy: 0.96 eV
- HOMO: -9.135 eV
- Frontier orbital gap: 10.10 eV

Positions of all 20 atoms, in Å:
C 1.019 -0.613 -0.034
N -0.130 0.281 0.272
C -0.131 0.873 1.617
N -1.229 1.814 1.755
C 0.633 -1.649 -1.076
N -0.645 -2.310 -0.825
H 1.378 -1.075 0.902
H 1.831 0.019 -0.400
H -0.905 -0.372 0.136
H 0.797 1.455 1.603
H -0.191 0.191 2.463
H -1.263 2.507 1.019
H -2.149 1.394 1.845
H 0.511 -1.111 -2.019
H 1.490 -2.330 -1.145
H -0.778 -3.241 -1.196
H -0.687 -2.546 0.172
H 0.170 2.885 -2.054
H -0.153 1.849 -1.134
O 0.435 1.978 -1.901

Stability verdict: arrangement B, ahead by 44.6 kJ/mol